# 1
A structure of composition C2H2AgFLiO2 in a non-equilibrium geometry, computed with ωB97M-V/def2-TZVPD.

The calculation puts the LUMO energy at -6.9 eV. Its largest force on an atom is 0.046 Eh/bohr. The net charge is +1. The value obtained for the relative energy (zero: lowest compared OMol25 entry of this formula, charge and spin) is 168.3 kJ/mol. The calculation puts the molecular weight at 191.84 g mol⁻¹. As for the HOMO energy: -12.49 eV.

XYZ file:
```
9
Properties=species:S:1:pos:R:3:forces:R:3
H 1.3911 0.1735 1.2923 1.1123 -0.8472 -0.8191
O 1.1734 -1.3655 -0.1772 -0.4352 -0.2585 0.0035
C 1.1804 -0.1415 0.1982 -0.5821 1.4474 1.0889
C -0.1851 0.5476 0.1967 -0.0312 0.1502 -2.3659
O -1.1742 -0.0880 -0.1909 -1.1127 0.0848 0.5129
Li -0.4126 -2.0187 -0.7860 0.8035 0.2698 0.2640
Ag -3.6863 0.4976 -0.2351 0.8027 -0.0403 0.0443
F 1.9544 0.7551 -0.6462 -0.4897 -0.4936 0.7610
H -0.2411 1.6400 0.3482 -0.0676 -0.3126 0.5104
```
Positions in Å, forces in eV/Å.

***

# 2
A structure of composition C12H30AsF6NO3SSiZr, computed with ωB97M-V/def2-TZVPD.

The calculation puts the LUMO energy (alpha / beta) at -11.7 / -13.5 eV. Its largest force on an atom is 0.012 Eh/bohr. As for the expectation value of S²: 0.75. As for the spin multiplicity: 2. The net charge is +3. The value obtained for the relative energy (zero: lowest compared OMol25 entry of this formula, charge and spin) is 0.0 kJ/mol. The calculation puts the molecular weight at 576.66 g mol⁻¹. As for the HOMO energy (alpha / beta): -20.26 / -20.25 eV.

XYZ file:
```
56
Properties=species:S:1:pos:R:3:forces:R:3
Zr 1.9607 -0.2363 1.0059 -0.2935 -0.4453 0.3298
C 2.3824 2.8291 -0.8040 0.0185 0.0167 -0.1009
C 1.4647 1.7135 -1.2351 -0.1817 -0.0082 0.2492
C 0.3731 2.1420 -2.1763 0.0399 -0.0008 -0.0529
C 2.2070 0.4724 -1.7154 0.1820 0.0489 -0.1285
O 0.7533 1.2689 0.1286 0.1129 -0.0274 -0.2303
Si -0.6872 0.3541 0.3619 0.0681 0.0871 -0.1601
S -0.3548 0.1782 2.5009 0.0962 0.0095 -0.0619
O -1.9625 0.7402 -0.4127 0.0335 -0.0887 0.1529
C -3.3627 1.4417 -0.3242 0.0280 -0.0219 -0.0957
C -3.6816 1.7828 -1.7581 -0.0134 0.0092 0.0155
C -3.1630 2.6504 0.5559 -0.0241 -0.0103 0.0051
C -4.2896 0.4087 0.2652 0.0084 0.0093 0.0214
O 0.1207 -1.1062 0.1086 0.2729 0.0767 0.1361
C -0.6715 -2.5745 -0.0655 0.0098 -0.0269 -0.0131
C -1.1407 -2.5278 -1.4920 -0.0139 0.0037 0.0144
C 0.3803 -3.6056 0.2144 -0.0039 0.0289 -0.0143
C -1.7682 -2.5293 0.9638 -0.0065 -0.0196 -0.0187
H 2.8661 3.2478 -1.6889 -0.0006 -0.0049 0.0019
H 3.1924 2.4761 -0.1563 -0.0013 0.0039 0.0126
H 1.8309 3.6308 -0.3158 0.0056 -0.0095 0.0192
H 0.8385 2.5179 -3.0903 0.0073 -0.0101 0.0023
H -0.2111 2.9541 -1.7451 -0.0078 -0.0088 0.0038
H -0.2835 1.3166 -2.4518 -0.0134 0.0068 0.0010
H 2.7470 0.7364 -2.6305 -0.0330 -0.0279 -0.0221
H 1.5528 -0.3633 -1.9631 -0.0033 -0.0216 0.0299
H 3.0778 0.1345 -1.1005 -0.1089 0.1135 0.1586
H -2.9621 2.4881 -2.1725 0.0035 -0.0037 -0.0004
H -4.6645 2.2548 -1.7901 0.0022 0.0020 0.0050
H -3.7228 0.8890 -2.3791 0.0070 -0.0003 -0.0004
H -2.4214 3.3328 0.1393 0.0106 -0.0054 0.0002
H -2.8894 2.3639 1.5743 0.0044 0.0152 0.0047
H -4.1063 3.1949 0.6183 0.0060 0.0012 0.0152
H -4.3384 -0.4842 -0.3579 0.0056 0.0001 -0.0010
H -5.2951 0.8291 0.3111 0.0046 0.0094 0.0064
H -4.0009 0.1449 1.2847 -0.0140 -0.0084 0.0001
H -0.3065 -2.4889 -2.1912 -0.0016 0.0088 -0.0045
H -1.8272 -1.7003 -1.6696 -0.0003 -0.0019 -0.0142
H -1.6855 -3.4545 -1.6882 -0.0010 -0.0027 0.0025
H 1.1867 -3.5751 -0.5150 0.0072 -0.0117 0.0086
H -0.0926 -4.5864 0.1265 -0.0331 0.0086 -0.0001
H 0.7640 -3.5323 1.2332 0.0201 -0.0117 -0.0047
H -2.4812 -1.7218 0.7838 0.0030 -0.0098 0.0005
H -1.3762 -2.4873 1.9828 0.0033 0.0018 0.0034
H -2.3315 -3.4625 0.8852 -0.0106 0.0053 0.0067
F 2.4177 -1.5656 2.5333 -0.0148 -0.0113 -0.0516
As 4.1360 -2.2573 1.7521 -0.1108 -0.0121 0.0719
F 2.9653 -2.1134 0.3158 0.0228 0.2091 0.1174
F 3.6086 -3.7945 2.0687 -0.1113 0.0322 -0.0581
F 5.4469 -2.5166 0.7839 -0.0253 0.0669 -0.0979
F 4.8352 -1.8748 3.2067 -0.0366 0.0727 -0.0414
F 4.1043 -0.4070 1.3328 0.0532 -0.0215 -0.1341
N 2.6090 1.4116 2.5176 0.0087 -0.0122 -0.1368
H 3.2110 1.0086 3.2407 -0.0169 -0.0146 0.0178
H 1.8711 1.9097 3.0152 -0.0031 0.0079 -0.0176
H 3.1746 2.1423 2.0783 0.0391 0.0035 0.0470
```
Positions in Å, forces in eV/Å.

***

# 3
The molecule C11H7N3S in a non-equilibrium geometry, computed with ωB97M-V/def2-TZVPD.

The calculation puts the LUMO energy at -0.9 eV. Its largest force on an atom is 0.077 Eh/bohr. The value obtained for the relative energy (zero: lowest compared OMol25 entry of this formula, charge and spin) is 166.3 kJ/mol. The calculation puts the molecular weight at 213.27 g mol⁻¹. As for the HOMO energy: -8.75 eV.

XYZ file:
```
22
Properties=species:S:1:pos:R:3:forces:R:3
C -1.6341 -1.8530 2.4287 -0.1282 -0.3112 2.2639
C -1.1939 -0.0072 -1.5904 1.7249 -1.9668 -0.2845
C -0.5186 2.8424 -1.5855 0.1926 0.5676 -0.7558
C 2.0353 0.6634 0.0193 1.0655 0.8295 -1.5660
C 1.4983 0.7643 1.3491 0.2529 0.7652 2.1229
C 1.6766 -0.2753 -0.8773 0.9329 1.6261 -1.3327
C 0.5589 -0.1133 1.6931 0.1844 0.3662 1.9707
C 0.6341 -1.2823 -0.6564 -0.9309 0.7442 2.3449
C 0.0751 -1.1069 0.8278 -0.9163 -2.1606 -1.5382
C -0.9419 -1.9066 1.2323 0.3643 -1.5891 -3.6340
C -1.9499 0.9519 -1.9542 1.2655 1.7573 -2.7153
N -2.0467 -1.9603 3.5032 -0.2122 0.3100 -0.5580
N -0.4426 -0.9498 -1.5629 -0.8276 -0.7385 -0.2492
N -0.2194 3.1342 -0.5255 0.6919 0.7068 1.5329
S -1.1005 2.2542 -3.0299 -0.9786 -1.5594 0.6637
H 2.7462 1.4402 -0.3306 -0.5745 -0.5540 0.3272
H 1.8068 1.5044 2.1847 -0.1494 -1.1408 -2.0377
H 1.9178 -0.1358 -1.9717 0.3332 -0.2823 1.4251
H 0.1926 -0.2077 2.7339 0.1081 0.5083 -0.7171
H 0.9756 -2.2860 -0.9070 -0.1525 -0.0883 0.3261
H -1.2815 -2.7441 0.5157 0.4527 1.4200 1.2040
H -2.7883 1.2734 -1.4963 -2.6990 0.7899 1.2071
```
Positions in Å, forces in eV/Å.

***

# 4
A cluster of 3 separate species, C5H16NO4 in total in a non-equilibrium geometry, computed with ωB97M-V/def2-TZVPD.

The calculation puts the LUMO energy (alpha / beta) at -9.2 / -12.9 eV. Its largest force on an atom is 0.027 Eh/bohr. As for the expectation value of S²: 0.76. As for the spin multiplicity: 2. The net charge is +2. The value obtained for the relative energy (zero: lowest compared OMol25 entry of this formula, charge and spin) is 0.0 kJ/mol. The calculation puts the molecular weight at 154.19 g mol⁻¹. As for the HOMO energy (alpha / beta): -17.81 / -17.80 eV.

XYZ file:
```
26
Properties=species:S:1:pos:R:3:forces:R:3
C -0.5712 -1.6714 0.8408 -0.3150 -0.1738 -0.4924
O -1.5253 -2.4345 0.1241 -0.0188 0.0916 -0.1079
C -0.3613 -0.3628 0.0594 -0.0207 0.1640 -0.1375
C 0.8067 0.4872 0.5339 -0.4541 -0.2749 0.8353
C 0.7737 1.9731 0.1646 0.8160 -0.8380 -0.7871
C -0.3351 2.7240 0.9111 0.1084 -0.1989 -0.0488
O -1.4408 2.2964 0.9903 0.0884 0.3971 0.1238
N -0.1804 -0.7885 -1.3860 0.2462 0.6299 0.2369
H -0.8912 -1.4629 1.8592 0.1936 -0.0112 0.0617
H 0.3422 -2.2647 0.8356 0.0612 0.1869 0.2888
H -2.4027 -2.3677 0.5120 -0.0998 -0.0730 0.0702
H -1.2923 0.2312 0.1021 0.1000 -0.3304 -0.1440
H 1.7481 0.0316 0.2275 0.2311 0.2820 -0.2591
H 0.8808 0.3965 1.6227 -0.0865 -0.0635 -0.0627
H 1.7381 2.4259 0.3946 -0.2234 0.3100 0.0693
H 0.5690 2.1062 -0.9109 -0.1320 0.3462 0.2426
H -0.0280 3.6783 1.4027 -0.3102 0.0819 0.0394
H 0.8041 -1.0093 -1.5578 -0.1780 -0.3704 -0.0269
H -0.7753 -1.6199 -1.5237 0.0365 -0.0680 -0.0249
H -0.4362 -0.0668 -2.0875 -0.3037 -0.1067 -0.1913
H -0.5323 1.2985 -4.2024 0.1600 0.0225 -0.0667
H -1.9154 0.7310 -3.9535 -0.1255 -0.0935 0.0722
O -1.0455 0.8156 -3.5460 0.0523 0.0866 0.1464
H 2.6467 -2.0209 2.4936 -0.1858 0.1015 0.0065
H 1.6258 -1.5682 3.5249 0.0395 -0.0390 -0.2962
O 1.7979 -1.5579 2.5689 0.3202 -0.0590 0.4523
```
Positions in Å, forces in eV/Å.

***

Q: Number 3 is which compound?
A: C11H7N3S

***

Q: What is the largest force on an atom in the third record?
A: 0.077 Eh/bohr